# 1
Below is C25H30Cl2N8NaS2Se as an isolated structure, with properties calculated with wB97M-V/def2-TZVPD.

Last column: Löwdin charge in e.
Cartesian coordinates (Å):
H 3.027 0.852 -5.346  0.11
H -0.870 -6.023 0.531  0.08
N 2.882 -0.550 -1.811  0.09
H -1.925 3.601 -0.256  0.06
H 2.788 -2.535 -1.411  -0.01
C 0.218 2.126 -3.120  -0.14
H -1.695 3.818 3.135  0.11
Na 0.421 -0.805 -0.918  0.01
C 1.548 2.394 -5.078  -0.08
C -2.829 2.514 5.231  -0.07
H -3.562 0.121 4.152  0.11
N 0.202 -2.464 0.967  -0.02
H 2.918 -1.479 -4.984  0.07
C 0.294 0.094 3.556  -0.03
C 0.029 -1.887 2.090  -0.11
N -0.520 -5.620 -0.324  0.03
C 1.574 1.338 1.512  -0.15
C 0.770 1.377 3.751  -0.07
C -2.960 0.317 2.109  -0.32
H 2.089 1.792 0.673  0.11
N -0.253 -3.751 0.905  -0.03
H -4.258 -0.985 0.998  0.06
H 0.616 1.876 4.700  0.10
Cl -1.580 0.120 -5.636  0.49
Cl -1.225 -1.789 -3.428  0.54
H -0.236 -0.435 4.336  0.11
C -1.236 3.329 0.548  -0.11
C -2.062 2.834 2.852  -0.05
C 2.223 1.235 -4.732  -0.02
N 3.359 -1.701 -1.228  -0.05
S 0.932 -3.825 -1.601  0.53
H -2.685 -1.660 1.305  0.04
H -0.022 3.752 -4.496  0.10
H -3.619 3.266 5.310  0.07
H -0.123 -6.221 -1.021  0.05
S 4.755 -0.362 0.636  0.55
H -0.594 2.409 -2.454  0.07
H -0.396 2.822 0.066  0.04
H 1.942 -2.470 -3.904  0.05
N 0.866 1.015 -2.780  0.13
H 3.925 -2.753 1.708  0.08
H -3.176 -0.676 -4.102  0.03
C -2.134 -0.397 -4.021  -1.01
C -2.659 2.030 3.814  -0.31
C 1.433 2.014 2.715  -0.06
C -3.471 -1.050 1.754  -0.10
H -3.092 1.693 5.900  0.07
C 0.013 -4.364 -0.219  -0.89
Se -2.197 0.555 -0.661  0.64
C 0.489 -0.512 2.317  -0.26
C -1.901 2.415 1.536  -0.31
C 2.802 -1.796 -3.948  -0.02
H 3.687 -2.351 -3.636  0.08
H 1.822 3.017 2.825  0.10
H -0.450 -2.423 2.911  0.12
H -1.994 0.426 -3.328  -0.07
H 1.811 2.932 -5.980  0.10
H -1.913 2.973 5.612  0.06
C -3.096 0.774 3.419  -0.04
C 0.534 2.856 -4.257  -0.07
C -2.360 1.144 1.140  -0.58
C 3.868 -1.631 0.049  -0.95
H -3.863 -1.560 2.636  0.07
H -0.876 4.239 1.035  0.07
C 1.864 0.588 -3.557  -0.23
N 1.110 0.112 1.311  0.12
C 2.572 -0.621 -3.049  -0.28
N 3.632 -2.765 0.748  0.10
H 2.817 -3.312 0.496  0.06

Values from the calculation:
- energy relative to the best compared isomer or geometry (same formula, charge and spin) (eV) = 0.0000
- charge = -1
- multiplicity = 1
- LUMO level (eV) = 2.074
- Kohn-Sham gap (Eh) = 0.219
- total energy (eV) = -154815.457



# 2
Below is a 2-piece molecular cluster, C4H6I2 overall at a distorted geometry, with properties calculated with wB97M-V/def2-TZVPD.

Last column: Löwdin charge in e.
Cartesian coordinates (Å):
H -0.507 -2.361 0.774  0.06
H 0.517 2.370 0.831  0.01
I 0.029 0.305 -2.587  0.85
H 0.625 2.787 -0.945  0.05
H -0.178 -1.989 -0.922  0.02
C 0.067 -1.724 0.104  -0.27
C 0.138 0.787 -0.505  -0.88
C 0.440 2.044 -0.194  -0.10
C -0.186 -0.286 0.394  -0.87
H 1.128 -1.932 0.272  0.09
H -2.140 -0.125 0.303  0.20
I 0.066 0.124 2.474  0.85

Values from the calculation:
- energy relative to the best compared isomer or geometry (same formula, charge and spin) (eV) = 2.6708
- multiplicity = 1
- LUMO level (alpha / beta) (eV) = -0.848 / -0.701
- Kohn-Sham gap (alpha / beta) (Eh) = 0.301 / 0.291
- total energy (eV) = -20442.621



# 3
Below is an isolated ion of composition C24H28NO2 and charge +1 at a distorted geometry, with properties calculated with wB97M-V/def2-TZVPD.

Last column: Löwdin charge in e.
Cartesian coordinates (Å):
H 0.119 -1.491 -1.926  0.12
C 4.144 1.960 0.029  -0.26
H 4.369 4.709 -0.186  0.10
C 2.221 -4.681 -0.035  -0.04
C -6.090 3.208 -0.894  -0.09
C -1.434 -1.096 0.080  -0.02
C -5.041 3.776 -0.163  -0.07
H 3.952 -1.381 -0.425  0.09
C 0.746 -2.371 -1.774  -0.11
H 5.908 4.631 0.729  0.10
H -1.681 1.644 2.832  0.13
N 1.163 -2.371 -0.276  -0.08
C 1.829 1.269 -0.092  -0.04
O -3.988 0.877 1.861  -0.01
C 4.911 4.199 0.621  -0.05
H 5.576 0.393 -0.255  0.13
H 0.745 -4.428 -2.469  0.08
C 2.452 -3.176 -0.083  -0.15
H 3.144 -5.136 0.351  0.10
H 3.080 -2.912 -0.936  0.11
H -0.540 -4.095 -1.284  0.10
C -1.601 0.882 2.057  0.03
C -2.754 0.411 1.414  -0.23
H 1.681 -2.224 -2.315  0.13
C 1.167 -1.162 0.403  -0.23
H 1.502 -1.407 1.441  0.18
H -3.590 -0.939 -0.061  0.13
H 1.395 -4.938 0.646  0.10
C -0.374 0.375 1.658  -0.05
C -4.353 3.021 0.792  -0.01
C 2.769 2.288 0.019  0.01
C -4.724 1.688 0.983  -0.26
H 0.526 0.763 2.145  0.13
H 4.364 4.283 1.568  0.10
C -2.682 -0.565 0.418  0.03
C 0.035 -3.672 -2.125  -0.06
H -4.757 4.815 -0.327  0.11
H -0.679 -3.490 -2.934  0.10
H 0.450 -2.939 0.189  0.16
C -5.813 1.123 0.317  -0.01
C 4.513 0.616 -0.209  0.02
H -6.105 0.102 0.554  0.12
C -0.258 -0.590 0.651  -0.16
C 3.553 -0.382 -0.265  -0.04
H 2.436 3.323 0.141  0.12
C 2.184 -0.100 -0.061  -0.14
H 2.895 -2.806 0.847  0.13
H -6.621 3.802 -1.645  0.11
H 0.783 1.581 -0.143  0.12
H -3.539 3.448 1.381  0.12
H -1.411 -1.902 -0.652  0.09
H -7.300 1.437 -1.196  0.11
O 5.162 2.820 0.290  -0.08
C -6.471 1.889 -0.648  -0.08
H 2.030 -5.081 -1.037  0.07

Values from the calculation:
- energy relative to the best compared isomer or geometry (same formula, charge and spin) (eV) = 1.7607
- charge = +1
- multiplicity = 1
- LUMO level (eV) = -2.333
- Kohn-Sham gap (Eh) = 0.324
- total energy (eV) = -30919.787



# 4
Below is a 2-piece molecular cluster, C6H8S overall at a distorted geometry, with properties calculated with wB97M-V/def2-TZVPD.

Last column: Löwdin charge in e.
Cartesian coordinates (Å):
H -1.393 0.155 1.188  0.10
S 1.001 -2.255 2.697  0.48
C -0.105 0.687 -2.561  0.02
H 1.997 -3.011 2.438  -0.29
H 1.108 -2.509 4.077  -0.17
H 1.857 0.548 -1.603  0.09
C -0.741 0.072 0.321  -0.11
H 1.195 1.046 0.619  0.12
C 0.294 1.156 -0.053  -0.15
C -0.172 -0.353 -1.773  -0.13
C 0.852 0.764 -1.424  -0.22
H -0.013 2.222 0.186  0.12
H -1.417 -1.851 -0.521  0.12
H -0.383 1.447 -3.288  0.10
C -0.871 -0.868 -0.611  -0.07

Values from the calculation:
- energy relative to the best compared isomer or geometry (same formula, charge and spin) (eV) = 4.3646
- multiplicity = 1
- LUMO level (eV) = 0.777
- Kohn-Sham gap (Eh) = 0.344
- total energy (eV) = -17182.106



# 5
Below is a 7-piece molecular cluster, C48H115N6O8 overall at a distorted geometry, with properties calculated with wB97M-V/def2-TZVPD.

Last column: Löwdin charge in e.
Cartesian coordinates (Å):
H -0.173 4.263 -4.031  0.11
C 5.336 2.059 -3.944  -0.12
C 0.832 -7.264 -2.472  -0.04
H 1.841 5.349 -2.077  0.14
H 1.375 -7.899 -3.173  0.09
C 2.790 -1.447 -2.430  -0.14
H -6.608 0.895 2.813  0.08
N -1.643 -6.533 -1.889  -0.21
O 5.291 0.732 -3.527  -0.19
H -5.727 3.555 -1.686  0.09
C 6.652 2.021 3.718  -0.45
C -5.047 2.024 1.792  -0.12
H -4.118 -1.394 -3.729  0.09
N -5.406 1.452 0.360  -0.21
H 1.701 -1.425 -2.394  0.12
H -6.363 -0.735 -1.040  0.13
H 2.855 -4.356 -3.177  0.06
H -0.859 1.059 7.839  0.12
H 0.281 -4.216 0.012  0.10
H -1.899 -5.613 0.094  0.13
C -1.097 -5.769 -0.628  -0.13
H 6.185 2.601 -3.527  0.10
H 3.249 4.285 1.634  0.08
H 4.293 3.247 5.993  0.13
H -1.608 4.434 -3.045  0.09
H -0.595 5.790 -3.201  0.12
C 3.469 -0.424 -1.591  -0.06
H -2.130 -1.238 7.673  0.12
H -4.103 -0.339 0.859  0.10
H 0.822 -7.894 -1.583  0.08
C 4.587 -1.458 -4.421  -0.06
C -0.554 4.704 -3.110  0.01
H -5.944 -6.200 0.314  0.10
C -4.522 1.945 -0.866  -0.13
H 2.130 1.889 1.996  0.09
O 6.125 1.681 1.281  0.15
H -4.669 4.122 -0.448  0.08
H 4.256 -4.025 -4.234  0.08
C -2.743 -0.760 6.909  0.02
H -2.607 -8.459 -2.230  0.12
H 0.180 3.861 0.920  0.07
H -3.206 -1.439 6.193  0.10
C 1.690 4.277 -2.204  -0.13
C -5.299 -5.356 0.071  -0.04
H 6.510 2.460 5.920  0.15
N 5.562 1.762 2.589  0.22
O 0.377 0.295 0.679  -0.04
C 5.929 2.114 5.065  -0.13
H -0.407 -0.726 5.941  0.13
H 5.604 2.222 -4.988  0.10
H -1.522 2.346 6.821  0.10
O -0.466 2.125 3.920  -0.08
H -4.883 1.307 -1.673  0.11
H -4.906 3.088 1.601  0.12
H 1.563 -6.493 -2.229  0.05
C 3.178 1.666 1.795  -0.06
C 7.473 0.780 3.784  -0.03
H -1.966 -0.166 -3.165  0.08
H -4.518 -6.939 -2.041  0.13
H -2.029 -0.396 -0.924  0.04
H -0.533 -5.797 -3.560  0.12
C -2.095 -7.912 -1.438  0.02
H -1.296 -0.628 4.564  0.12
C -0.876 0.037 5.320  -0.05
H -0.599 1.749 3.047  0.02
H 2.598 -2.614 -5.722  0.13
H 2.396 2.392 -1.583  0.06
H 2.468 3.621 -0.321  0.04
C 3.634 2.636 3.970  -0.10
H -2.781 -7.968 -0.593  0.12
H -4.779 -5.150 -2.536  0.13
C -5.384 -1.048 -0.677  -0.19
C -5.104 -0.111 0.493  -0.05
C 2.610 3.443 -1.387  -0.06
H -4.633 -2.726 -2.523  0.08
H -0.529 -6.553 -0.129  0.13
C -2.767 -5.765 -2.573  -0.08
H 1.512 -2.751 -4.250  0.11
H -1.395 5.305 -0.680  0.13
C -4.732 3.405 -1.266  -0.05
H -0.885 -1.636 -0.450  0.05
H 3.271 0.561 -2.012  0.05
H -2.568 1.577 8.000  0.12
H -1.213 -8.484 -1.153  0.10
H -7.031 1.481 -0.933  0.11
H 8.110 3.488 4.290  0.13
C 4.736 3.070 5.014  -0.16
H 0.199 6.245 -0.943  0.13
H -7.071 2.812 0.281  0.12
H -2.895 2.041 4.784  0.10
H 6.780 4.184 3.284  0.08
H 5.453 1.163 5.304  0.13
H -1.466 3.001 -1.365  0.13
H -4.181 1.059 5.682  0.10
H 0.587 1.668 5.559  0.12
C 2.217 -0.358 -4.738  0.04
C -0.238 -4.581 -0.874  -0.07
H 2.847 3.373 3.807  0.13
H -3.278 0.379 4.338  0.09
H -5.303 -2.082 -0.341  0.13
H 1.773 4.022 -3.261  0.12
H 3.273 1.720 4.437  0.12
C -1.594 -0.904 -0.063  -0.01
H 3.246 1.744 0.710  0.06
H -5.124 -4.746 0.957  0.09
H 1.281 5.246 0.920  0.07
C 2.529 -2.745 -4.642  -0.15
H -3.510 1.717 -0.529  0.11
C -0.835 0.116 0.817  -0.75
H -2.673 0.722 -4.451  0.10
H 4.753 4.689 2.292  0.10
C -3.216 1.075 5.175  0.03
O -4.392 -0.884 -1.656  -0.25
C -1.748 1.396 7.305  0.01
C -4.662 -1.680 -2.829  -0.03
C -2.276 0.842 -3.443  -0.10
O -4.048 -5.651 -0.618  -0.22
H -0.235 0.825 -2.094  0.11
N 3.067 -1.432 -3.984  -0.18
O -1.256 1.810 -3.571  -0.19
C -0.404 2.849 -1.555  -0.09
H 8.041 3.162 2.593  0.10
C -0.305 5.306 -0.713  -0.08
H 4.733 3.759 0.776  0.09
H -7.423 1.082 0.774  0.11
H 8.185 0.717 2.961  0.10
H 6.835 -0.103 3.778  0.10
C -4.215 -5.894 -1.973  -0.20
H 3.092 -2.394 -1.981  0.12
C 7.412 3.316 3.470  0.02
H 4.619 0.416 -5.398  0.12
H -5.897 -4.690 -0.551  0.08
H -5.692 -1.439 -3.093  0.10
H -2.532 -4.705 -2.674  0.12
H 0.752 1.746 -3.208  0.11
H -0.803 -3.717 -1.227  0.06
H 6.272 -0.282 -4.847  0.16
H 4.518 -0.670 -1.425  0.10
H -0.295 5.503 1.370  0.10
C 4.156 2.547 2.514  -0.40
H 3.598 3.882 -1.526  0.11
H 3.243 0.587 1.936  0.10
C 0.097 1.129 4.747  -0.22
N -2.141 0.490 6.157  -0.29
H 0.617 -4.791 -1.517  0.05
H 4.623 -1.934 -5.401  0.14
H 3.046 -5.005 -4.791  0.10
H -5.654 1.861 3.966  0.07
C -0.552 -6.718 -2.978  -0.12
O -1.508 0.779 1.649  -0.08
H -4.005 3.819 -1.965  0.07
H -2.892 -6.027 -3.623  0.14
H -5.779 -0.241 1.339  0.12
C 0.277 4.913 0.654  -0.06
H -0.970 -7.392 -3.726  0.13
H -3.599 -0.354 7.449  0.10
H 2.889 -0.466 -0.670  0.08
C 4.257 3.886 1.748  0.01
H 8.201 0.532 4.557  0.12
H 1.150 -0.584 -4.733  0.10
H -0.093 2.440 -0.594  0.10
H -3.121 1.158 -2.830  0.06
H 0.893 0.640 4.186  0.11
H -6.840 2.543 2.955  0.09
C 5.209 -0.128 -4.660  -0.19
C -6.033 1.811 2.945  -0.05
C -0.151 1.788 -2.597  -0.13
H -4.077 1.552 1.945  0.10
H 5.184 -1.982 -3.675  0.15
C 3.170 -4.104 -4.190  -0.04
N 0.172 4.260 -1.822  -0.20
H 5.084 4.076 4.778  0.11
C -6.877 1.753 0.111  0.03
H -2.461 -1.384 0.392  0.06
H 2.396 0.614 -4.277  0.09
H 4.442 2.667 -3.810  0.07
H 2.502 -0.435 -5.787  0.11

Values from the calculation:
- energy relative to the best compared isomer or geometry (same formula, charge and spin) (eV) = 2.5766
- charge = +5
- multiplicity = 1
- LUMO level (eV) = -13.387
- Kohn-Sham gap (Eh) = 0.179
- total energy (eV) = -76903.862



# 6
Below is C7H18Mn2N7O18 as an isolated structure at a distorted geometry, with properties calculated with wB97M-V/def2-TZVPD.

Last column: Löwdin spin population.
Cartesian coordinates (Å):
O 11.263 10.762 9.261  0.03
O 11.557 6.898 12.798  0.01
H 5.427 8.812 4.974  0.00
H 6.970 13.768 7.035  0.00
O 4.874 6.116 8.637  0.00
O 7.989 11.909 13.311  0.02
H 7.699 7.294 8.838  0.00
C 7.415 10.000 9.919  0.01
H 6.873 7.812 5.189  0.00
O 6.571 10.910 5.826  0.01
O 9.726 7.924 12.664  0.03
H 13.274 7.301 6.004  0.00
H 8.673 5.984 13.574  0.00
H 13.092 9.064 5.420  0.00
H 6.650 6.801 10.118  0.00
O 8.494 9.212 9.963  0.10
O 10.787 9.034 6.872  0.03
C 6.210 11.596 14.682  0.00
C 6.875 13.342 8.028  0.00
H 6.878 8.939 3.849  0.00
H 11.931 7.817 4.994  0.00
H 6.334 11.034 15.640  0.00
H 9.502 4.994 12.325  0.00
N 11.426 11.218 10.428  0.01
N 7.339 11.054 13.901  0.00
H 6.528 14.064 8.745  0.00
O 10.493 11.094 11.314  0.05
N 10.357 6.885 12.829  0.00
H 5.304 11.244 14.195  0.00
O 12.267 8.107 8.094  0.01
N 7.100 9.807 5.762  0.00
N 11.838 8.415 7.042  0.00
Mn 8.970 9.896 11.954  4.71
O 8.894 12.282 7.520  0.02
N 5.924 6.440 8.163  0.00
N 8.237 12.868 8.388  0.01
C 9.677 5.634 13.188  0.00
H 7.620 5.573 9.126  0.00
C 7.065 6.558 9.127  0.00
C 6.512 8.803 4.840  0.00
O 6.942 10.076 11.101  0.05
H 10.194 5.058 13.976  0.00
Mn 9.354 10.260 8.140  4.73
O 7.185 10.578 8.754  0.04
C 12.630 8.101 5.805  0.00
O 7.514 9.842 13.848  0.02
H 6.214 12.513 8.045  0.00
O 12.425 11.836 10.764  0.02
O 8.115 9.486 6.384  0.02
O 8.609 13.000 9.535  0.03
O 6.081 6.803 7.026  0.00
H 6.296 12.645 14.681  0.00

Values from the calculation:
- energy relative to the best compared isomer or geometry (same formula, charge and spin) (eV) = 0.0000
- charge = +1
- multiplicity = 11
- LUMO level (alpha / beta) (eV) = -3.359 / -3.495
- Kohn-Sham gap (alpha / beta) (Eh) = 0.304 / 0.323
- total energy (eV) = -117454.747



# 7
Below is an isolated ion of composition C5H11ClN4 and charge +2 at a distorted geometry, with properties calculated with wB97M-V/def2-TZVPD.

Last column: Löwdin charge in e.
Cartesian coordinates (Å):
C -2.672 -1.677 0.464  0.05
C 0.435 0.307 -0.036  -0.40
N -2.346 0.548 -0.408  0.28
H 1.920 2.071 0.195  0.09
H 1.746 -0.146 -1.665  0.19
H -1.685 1.238 -0.746  0.12
H -2.615 -2.572 -0.120  0.13
H 3.595 2.492 0.281  0.15
C 1.752 -0.262 -0.499  -0.52
N -0.494 -0.708 0.105  0.12
H -3.689 -1.392 0.536  0.11
N 0.353 1.504 0.304  0.17
H 4.018 -0.043 -0.047  0.17
H -0.545 2.065 0.575  0.17
C -1.867 -0.586 0.040  -0.27
C 3.031 0.459 -0.134  0.03
H -2.307 -2.220 1.337  0.14
H -3.274 0.895 -0.371  0.16
Cl 1.941 -2.048 -0.248  0.76
H -0.231 -1.682 0.265  0.10
N 2.933 1.757 0.173  0.24

Values from the calculation:
- energy relative to the best compared isomer or geometry (same formula, charge and spin) (eV) = 0.0000
- charge = +2
- multiplicity = 1
- LUMO level (eV) = -8.391
- Kohn-Sham gap (Eh) = 0.385
- total energy (eV) = -23828.661



# 8
Below is Br4Cr as an isolated structure at a distorted geometry, with properties calculated with wB97M-V/def2-TZVPD.

Last column: Löwdin spin population.
Cartesian coordinates (Å):
Cr -0.449 0.150 0.129  3.87
Br -1.773 -0.707 -2.175  0.00
Br 1.610 0.522 -1.255  0.05
Br 0.531 1.971 2.124  0.00
Br 0.081 -1.937 1.178  0.07

Values from the calculation:
- charge = -2
- multiplicity = 5
- LUMO level (alpha / beta) (eV) = 5.627 / 5.619
- Kohn-Sham gap (alpha / beta) (Eh) = 0.244 / 0.265
- total energy (eV) = -308597.180